{"formula": "C6H12O", "method": "the ωB97M-V functional and the def2-TZVPD basis", "de_lowest_ev": 1.578, "max_force_ev_per_a": 0.35, "lumo_ev": 1.16, "smiles": "CCO[C@H]1C[C@H]1C", "orbital_gap_ev": 10.19, "homo_energy_ev": -9.0, "e_tot_ev": -8462.776, "elements": ["H", "H", "C", "C", "H", "O", "C", "C", "C", "H", "H", "H", "H", "H", "C", "H", "H", "H", "H"], "xyz": [[1.5369, -0.1168, -1.2707], [0.2918, -1.4284, 0.4751], [-1.5354, -0.3611, 1.2673], [1.6435, 0.5595, -0.4095], [-1.9418, -1.6842, -0.4312], [0.4171, 0.6681, 0.2900], [-2.1176, 0.3747, -1.2047], [-1.6593, -0.6563, -0.2089], [-0.3046, -0.5190, 0.4401], [-1.4855, 1.2648, -1.1185], [2.8862, 0.7993, 1.3461], [-3.1622, 0.6688, -1.0624], [1.8487, 1.5629, -0.7998], [2.6153, -0.8935, 0.8935], [2.7849, 0.1138, 0.4982], [3.7330, 0.1060, -0.0517], [-1.7243, 0.6670, 1.5659], [-2.0098, -0.0175, -2.2232], [-1.8170, -1.1082, 2.0042]], "forces_ev_per_angstrom": [[0.01, 0.07, 0.11], [0.04, 0.15, 0.31], [-0.05, 0.01, 0.13], [0.16, 0.00, -0.15], [0.07, 0.15, -0.03], [-0.05, 0.04, -0.01], [0.02, 0.12, -0.08], [-0.02, -0.09, -0.13], [0.04, -0.23, 0.05], [-0.19, -0.06, -0.03], [-0.05, -0.09, -0.14], [0.11, -0.05, 0.00], [-0.02, -0.17, 0.03], [0.01, 0.14, -0.06], [0.00, -0.03, 0.03], [-0.15, -0.01, 0.05], [0.03, -0.13, -0.03], [-0.03, 0.11, 0.15], [0.05, 0.08, -0.19]]}